Density functional theory data (ωB97M-V/def2-TZVPD) for a cluster of 21 separate species, C70H178N4O38 in total in a non-equilibrium geometry.

Geometry as XYZ:
```
290
C70H178N4O38 | the OMol25 dataset | ωB97M-V/def2-TZVPD
C -0.855 -5.133 1.015
C 0.605 -5.344 0.482
O 0.804 -6.246 -0.495
O -1.699 -4.533 0.032
H -0.919 -4.607 1.967
H -1.289 -6.059 1.391
H 1.201 -5.805 1.270
H 0.987 -4.413 0.064
H 1.750 -6.370 -0.601
H -2.406 -4.098 0.513
C 3.810 5.426 -6.895
C 3.961 4.081 -6.092
O 5.257 3.579 -5.969
O 4.606 6.270 -6.250
H 2.813 5.781 -7.155
H 4.387 5.366 -7.818
H 3.333 3.352 -6.603
H 3.605 4.221 -5.072
H 5.574 3.996 -5.164
H 5.470 5.888 -6.074
C -0.295 3.107 -6.552
C 0.028 2.894 -5.102
O 0.657 3.963 -4.572
O -1.091 4.243 -6.852
H -0.790 2.357 -7.169
H 0.681 3.235 -7.020
H 0.759 2.088 -5.033
H -0.925 2.711 -4.606
H -0.004 4.484 -4.110
H -0.705 5.097 -6.645
C -5.894 0.156 0.884
C -5.532 1.487 0.136
O -6.420 1.759 -0.920
O -5.658 -1.044 0.093
H -6.905 0.340 1.248
H -5.331 0.058 1.813
H -4.479 1.475 -0.144
H -5.452 2.265 0.895
H -6.773 2.645 -0.809
H -5.117 -0.896 -0.686
C 6.377 -2.696 -0.049
C 7.565 -3.749 0.132
O 7.789 -4.236 -1.126
O 6.969 -1.438 -0.024
H 5.737 -2.818 0.824
H 5.819 -2.889 -0.965
H 7.259 -4.528 0.832
H 8.327 -3.214 0.699
H 8.355 -3.655 -1.640
H 7.712 -1.615 -0.606
C -3.736 4.985 3.027
C -2.503 4.471 2.313
O -1.525 5.479 2.124
O -4.368 5.995 2.337
H -3.357 5.230 4.019
H -4.406 4.168 3.293
H -2.792 4.078 1.338
H -2.078 3.685 2.937
H -1.848 6.325 1.806
H -5.180 6.229 2.792
C -5.083 3.884 -4.249
C -4.009 2.816 -4.526
O -3.668 2.166 -3.398
O -4.560 4.990 -3.603
H -5.959 3.436 -3.779
H -5.448 4.035 -5.264
H -3.008 3.105 -4.846
H -4.244 2.118 -5.329
H -4.394 1.691 -2.987
H -4.938 5.021 -2.722
C 5.896 3.155 2.654
C 5.913 4.112 1.449
O 4.638 4.175 0.820
O 7.161 2.862 3.178
H 5.482 2.194 2.347
H 5.325 3.717 3.393
H 6.589 3.851 0.634
H 6.190 5.151 1.627
H 4.421 5.099 0.674
H 7.601 2.523 2.395
C -1.545 5.351 -1.356
C -2.790 6.194 -1.040
O -3.957 5.506 -0.602
O -1.658 4.638 -2.576
H -1.465 4.733 -0.462
H -0.658 5.926 -1.622
H -2.976 6.893 -1.856
H -2.437 6.834 -0.232
H -3.911 5.430 0.354
H -2.554 4.387 -2.810
C 3.015 -0.197 -4.662
C 2.549 -0.871 -6.014
O 1.323 -0.536 -6.548
O 3.510 -1.275 -3.779
H 2.220 0.451 -4.293
H 3.855 0.489 -4.776
H 2.656 -1.950 -5.903
H 3.261 -0.608 -6.796
H 0.740 -0.671 -5.798
H 4.332 -0.903 -3.451
C 1.633 6.899 0.031
C 2.599 6.776 1.212
O 3.986 6.660 0.867
O 1.629 8.136 -0.651
H 0.610 6.791 0.391
H 1.771 6.171 -0.769
H 2.472 5.852 1.777
H 2.242 7.516 1.928
H 4.250 7.527 0.551
H 1.624 7.917 -1.586
C -0.147 -1.764 -4.019
C -1.436 -2.494 -4.671
O -1.334 -2.515 -6.119
O -0.260 -0.352 -4.225
H 0.811 -2.128 -4.390
H -0.097 -2.065 -2.973
H -2.300 -1.996 -4.231
H -1.320 -3.502 -4.272
H -1.301 -1.590 -6.373
H 0.111 -0.022 -3.403
C 7.601 5.464 -3.126
C 6.638 6.465 -2.554
O 5.602 5.844 -1.901
O 6.903 4.620 -4.092
H 7.984 4.857 -2.306
H 8.485 5.920 -3.572
H 6.136 7.055 -3.320
H 7.264 7.138 -1.968
H 4.982 5.330 -2.423
H 6.902 3.743 -3.702
C -6.693 -5.200 0.141
C -5.187 -4.978 0.143
O -4.743 -3.906 1.074
O -7.010 -5.969 1.212
H -6.982 -5.707 -0.780
H -7.304 -4.297 0.147
H -4.777 -4.835 -0.857
H -4.681 -5.833 0.592
H -5.183 -3.123 0.736
H -6.577 -5.634 2.000
C 7.034 1.847 -1.788
C 5.560 1.407 -1.992
O 5.355 0.058 -2.179
O 7.724 2.147 -2.957
H 7.474 0.996 -1.268
H 7.422 2.687 -1.212
H 5.016 1.913 -2.789
H 4.984 1.806 -1.157
H 5.426 -0.242 -1.270
H 7.740 1.336 -3.471
C 1.896 -5.698 -3.454
C 3.205 -5.582 -2.719
O 3.423 -6.134 -1.457
O 0.873 -4.723 -3.092
H 1.508 -6.662 -3.124
H 2.005 -5.613 -4.535
H 3.386 -4.526 -2.515
H 4.009 -5.915 -3.375
H 4.312 -6.492 -1.412
H 0.511 -4.765 -2.203
C 2.621 4.675 4.511
C 2.632 4.599 6.101
O 3.581 3.680 6.339
O 2.798 3.398 3.809
H 3.266 5.533 4.324
H 1.635 5.092 4.306
H 1.600 4.277 6.239
H 2.849 5.515 6.651
H 3.452 2.982 5.692
H 2.331 3.211 2.991
C -3.902 -5.248 6.352
C -2.933 -4.135 6.497
C -3.643 -2.765 6.098
C -2.987 -1.452 6.551
C -2.690 -1.536 8.069
C -1.760 -2.733 8.467
N -2.461 -3.988 7.911
O -1.799 -5.176 8.365
C -0.240 -2.609 8.056
C -1.814 -2.850 10.051
C -1.704 -4.496 5.518
H -4.572 -5.395 7.199
H -3.362 -6.169 6.131
H -4.545 -5.036 5.498
H -3.880 -2.743 5.034
H -4.695 -2.795 6.383
H -3.529 -0.638 6.069
H -1.962 -1.575 6.202
H -3.651 -1.776 8.525
H -2.294 -0.702 8.648
H 0.286 -3.538 8.276
H -0.104 -2.246 7.038
H 0.276 -1.858 8.653
H -1.527 -1.890 10.482
H -2.812 -3.235 10.264
H -1.187 -3.660 10.423
H -1.022 -3.694 5.237
H -2.070 -4.942 4.593
H -1.075 -5.237 6.012
H -2.347 -5.293 9.144
C 1.470 2.304 0.882
C 0.917 1.527 -0.356
C 1.843 0.344 -0.633
C 1.515 -0.768 0.363
C 0.049 -1.275 0.123
C -1.003 -0.153 0.153
N -0.513 1.104 -0.461
O -1.365 2.107 -0.332
C -2.145 -0.708 -0.686
C -1.300 0.066 1.689
C 1.073 2.449 -1.634
H 2.539 2.437 0.719
H 1.200 1.823 1.823
H 1.109 3.315 0.691
H 1.787 0.115 -1.698
H 2.874 0.602 -0.387
H 1.711 -0.353 1.352
H 2.230 -1.592 0.359
H -0.119 -1.984 0.933
H 0.135 -1.772 -0.844
H -1.878 -0.792 -1.740
H -2.448 -1.727 -0.446
H -3.029 -0.094 -0.512
H -1.593 -0.898 2.105
H -0.526 0.494 2.326
H -2.075 0.786 1.949
H 2.017 2.853 -2.001
H 0.414 3.285 -1.403
H 0.744 1.962 -2.552
H -1.643 2.122 -1.251
C -10.488 -2.504 -5.684
C -9.393 -2.700 -4.666
C -9.146 -4.261 -4.617
C -7.759 -4.541 -3.899
C -6.564 -3.849 -4.459
C -6.797 -2.326 -4.643
N -8.144 -2.017 -5.204
O -8.283 -0.691 -5.359
C -6.457 -1.656 -3.243
C -5.696 -1.799 -5.683
C -9.817 -2.202 -3.199
H -11.311 -3.219 -5.680
H -10.112 -2.602 -6.703
H -10.940 -1.512 -5.686
H -9.993 -4.626 -4.037
H -9.275 -4.682 -5.614
H -7.689 -5.625 -3.987
H -7.966 -4.236 -2.874
H -6.190 -4.345 -5.355
H -5.735 -3.914 -3.754
H -6.977 -0.756 -2.916
H -6.742 -2.336 -2.440
H -5.374 -1.544 -3.176
H -5.866 -1.826 -6.760
H -5.623 -0.744 -5.419
H -4.720 -2.224 -5.447
H -10.378 -3.060 -2.827
H -10.425 -1.306 -3.076
H -9.014 -1.973 -2.498
H -8.429 -0.612 -6.304
C 5.448 -0.184 4.488
C 4.599 -1.459 4.391
C 5.520 -2.459 3.716
C 5.073 -3.869 3.747
C 4.782 -4.241 5.240
C 3.833 -3.266 5.996
N 4.224 -1.875 5.741
O 3.544 -0.896 6.464
C 2.378 -3.548 5.558
C 3.939 -3.613 7.532
C 3.312 -1.279 3.512
H 5.954 -0.157 5.453
H 4.681 0.590 4.525
H 6.057 -0.013 3.600
H 5.844 -2.095 2.741
H 6.394 -2.515 4.365
H 5.830 -4.610 3.491
H 4.316 -4.040 2.981
H 5.835 -4.216 5.519
H 4.435 -5.253 5.450
H 1.782 -2.641 5.656
H 2.380 -3.991 4.562
H 1.893 -4.350 6.114
H 4.996 -3.793 7.725
H 3.582 -2.850 8.224
H 3.456 -4.525 7.884
H 2.596 -0.807 4.185
H 3.051 -2.183 2.961
H 3.597 -0.590 2.716
H 4.184 -0.836 7.177
```

Results
- gap between HOMO and LUMO (eV) = 7.98
- LUMO energy (Ha) = -0.00481
- HOMO (eV) = -8.11

=====

Density functional theory data (ωB97M-V/def2-TZVPD) for an isolated molecule of C12H13NO2 in a non-equilibrium geometry.

Geometry as XYZ:
```
28
C12H13NO2 | the OMol25 dataset | ωB97M-V/def2-TZVPD
O -3.140 0.457 1.093
N -1.970 0.111 1.431
C -1.239 0.702 2.317
C -1.526 1.515 3.355
C -0.693 1.562 4.447
C 0.595 1.098 4.426
C 1.054 0.347 3.287
C 0.235 0.166 2.169
O 0.780 -0.142 0.922
C 0.149 -0.043 -0.336
C -0.555 0.923 -1.034
C -0.503 1.040 -2.452
C 0.266 0.025 -3.235
C 0.057 -1.360 -2.602
C 0.550 -1.330 -1.139
H -2.520 1.917 3.391
H -1.098 2.058 5.261
H 1.302 1.232 5.179
H 2.037 -0.131 3.418
H -1.130 1.497 -0.573
H -1.622 0.872 -2.700
H -0.227 2.047 -2.734
H 0.018 -0.007 -4.325
H 1.207 0.264 -3.107
H 0.689 -2.113 -3.112
H -1.114 -1.606 -2.538
H 1.570 -1.423 -1.077
H 0.213 -2.209 -0.613
```

Results
- gap between HOMO and LUMO (eV) = 6.82
- LUMO energy (Ha) = -0.04464
- HOMO (eV) = -8.04
- energy above the lowest of the compared OMol25 structures with the same formula, charge and spin (kJ/mol) = 794.4

=====

Q: The lowest HOMO belongs to which entry?
A: C70H178N4O38

=====

Q: HOMO of number 1 (C70H178N4O38)?
A: -8.11 eV

=====

Q: Which value of gap between HOMO and LUMO does entry 2 give?
A: 6.82 eV